# 1
Computed, not measured: C8H10 in the gas phase, with ωB97M-V/def2-TZVPD.

Structure (ORCA input):
```
! wB97M-V def2-TZVPD RIJCOSX def2/J DEFGRID3
* xyz 0 1
H -1.15 -2.86 -1.56
C 0.94 0.37 1.41
H -1.05 -3.18 0.24
H 0.48 -2.81 -0.61
C -0.27 1.57 -0.92
H 2.15 2.01 1.49
H -1.12 0.49 0.94
C 1.35 1.55 1.09
H -0.52 2.11 -1.85
H 0.92 -0.20 -1.08
C 0.44 2.24 0.04
C -1.01 -1.07 -0.32
C -0.30 -0.16 0.69
H 0.58 3.37 0.08
C -0.12 0.12 -0.84
H 1.40 -0.04 2.24
C -0.64 -2.54 -0.63
H -2.08 -0.98 -0.41
*
```

The HOMO energy is -8.62 eV. The HOMO-LUMO gap comes out at 9.79 eV. The energy comes out at -310.66642 a.u. For the LUMO energy, the calculation gives 1.17 eV.

---

# 2
Computed, not measured: C8H10 in the gas phase, with ωB97M-V/def2-TZVPD.

Structure (ORCA input):
```
! wB97M-V def2-TZVPD RIJCOSX def2/J DEFGRID3
* xyz 0 3
H -2.42 -1.59 -0.38
H 0.04 2.26 1.69
H 0.16 2.19 -1.24
C -0.80 0.84 0.38
H 0.68 -0.60 -2.16
C 1.03 -0.65 0.15
C -1.40 -1.72 0.05
H -1.46 -1.62 1.21
H 1.72 -1.54 0.07
C -0.40 1.26 -1.12
H 1.85 1.19 0.43
H 2.11 0.30 1.80
C 0.05 1.26 1.36
C -0.48 -0.59 -0.15
C 0.43 -0.09 -1.18
H -1.41 1.23 -1.70
H -1.01 -2.69 -0.31
C 1.30 0.55 1.10
*
```

The HOMO energy (spin up / spin down) is -6.74 / -9.17 eV. The HOMO-LUMO gap (spin up / spin down) comes out at 7.83 / 8.47 eV. The energy comes out at -310.56320 a.u. For the LUMO energy (spin up / spin down), the calculation gives 1.08 / -0.70 eV.

---

# 3
Computed, not measured: a molecular structure, C8H10AsBF4OPtS5, with ωB97M-V/def2-TZVPD.

Structure (ORCA input):
```
! wB97M-V def2-TZVPD RIJCOSX def2/J DEFGRID3
* xyz -2 3
Pt 0.04 1.57 0.76
C -1.65 -0.10 -3.50
C -2.16 0.49 -1.25
H -2.30 3.21 -3.23
H -1.33 -0.84 -4.23
H -0.68 1.29 -5.72
H -2.42 1.15 -5.99
B -0.67 4.99 -0.84
F -0.48 3.83 -0.01
F -2.03 5.00 -1.25
As 1.45 -1.21 1.15
S -2.26 0.07 0.50
H -4.60 0.06 0.02
S 3.36 -1.96 1.63
C -1.79 -0.47 -2.17
H -2.59 2.56 -0.87
H -1.73 2.69 -5.47
C -2.20 2.17 -2.95
C -3.90 -0.68 0.42
F 0.17 4.89 -1.96
S 0.07 -2.71 0.51
O -2.49 1.40 1.21
F -0.37 6.14 -0.09
H -1.55 -1.48 -1.84
H -4.16 -0.96 1.44
S 0.61 0.21 2.63
C -1.66 1.61 -5.35
C -1.85 1.22 -3.91
C -2.36 1.81 -1.62
H -3.83 -1.56 -0.21
S 1.53 0.35 -0.49
*
```

The HOMO energy (spin up / spin down) is -1.53 / -1.77 eV. The HOMO-LUMO gap (spin up / spin down) comes out at 6.00 / 5.64 eV. The energy comes out at -5156.74797 a.u. For the LUMO energy (spin up / spin down), the calculation gives 4.46 / 3.87 eV.

---

# 4
Computed, not measured: a molecular structure, C8H10BrCuN5OS, with ωB97M-V/def2-TZVPD.

Structure (ORCA input):
```
! wB97M-V def2-TZVPD RIJCOSX def2/J DEFGRID3
* xyz 2 2
Cu -0.11 -0.13 -0.80
Br -2.42 -2.18 -1.59
C -0.03 4.98 -0.29
H -1.64 -4.75 -0.47
H 1.45 -6.08 0.79
H -1.02 2.05 -1.65
H -0.31 5.94 0.17
H -1.01 2.62 3.37
N -0.58 4.03 1.92
H -0.59 4.89 -1.23
N -0.22 1.92 -0.98
C -0.75 1.81 1.42
C -0.34 3.88 0.63
N -0.48 2.52 0.27
O 0.58 -5.87 0.44
N -0.88 2.76 2.37
H 1.06 5.00 -0.60
S -0.82 0.13 1.44
C 0.51 -4.62 -0.08
N 0.29 -2.02 -0.97
C -0.73 -4.14 -0.54
C -0.76 -2.81 -1.00
H 0.73 2.15 -1.38
C 1.51 -2.47 -0.58
H 2.62 -4.12 0.16
C 1.65 -3.77 -0.17
H 2.29 -1.73 -0.62
*
```

The HOMO energy (spin up / spin down) is -16.27 / -16.24 eV. The HOMO-LUMO gap (spin up / spin down) comes out at 9.37 / 5.88 eV. The energy comes out at -5271.94689 a.u. For the LUMO energy (spin up / spin down), the calculation gives -6.91 / -10.36 eV.

---

The following strongest force on any atom values (in eV Å⁻¹) correspond, in order, to the records above: 6.3 5.7 0.8 2.8.